No. 1
C7H28O7 as an isolated structure at a distorted geometry. Source: the Open Molecules 2025 dataset; level of theory: ωB97M-V with the def2-TZVPD basis set.

```
! RIJCOSX wB97M-V def2-TZVPD def2/J DEFGRID3
* xyz 0 1
C -0.92314 -3.36853 -0.11193
O 0.14569 -4.21402 -0.48905
H -1.76478 -4.02610 -0.32949
H -0.98924 -3.08029 0.93719
H -0.83423 -2.51310 -0.78160
H 0.04015 -5.07468 -0.07707
C 0.37907 -0.56698 -0.35481
O -0.73494 -0.23992 0.47521
H 0.17646 -0.36393 -1.40639
H 1.18849 0.16058 -0.29488
H 0.65713 -1.60248 -0.15856
H -0.71371 0.71908 0.51338
C 2.21024 -1.43666 -1.65582
O 2.93191 -1.85114 -0.52717
H 2.43956 -2.07871 -2.50627
H 1.13136 -1.28705 -1.69749
H 2.52498 -0.43913 -1.96238
H 2.39734 -2.55423 -0.15101
C -2.89404 2.68142 0.87193
O -2.39439 1.40642 0.36801
H -2.85801 2.62676 1.95996
H -2.25055 3.52757 0.63097
H -3.93409 2.85440 0.59539
H -1.43726 1.47595 0.34195
C 0.04841 2.70467 0.16892
O -0.33548 1.62149 0.99063
H -0.51292 2.74141 -0.76470
H -0.18502 3.57576 0.78113
H 1.10192 2.51911 -0.04037
H 0.40045 1.50280 1.59555
C 2.70043 1.83077 -1.08815
O 3.89098 1.54133 -0.42424
H 2.40400 2.85974 -0.88455
H 3.01436 2.01352 -2.11584
H 1.83243 1.18130 -0.97470
H 4.19732 0.76582 -0.89999
C -2.49638 -0.81972 1.78148
O -1.26775 -1.55603 1.49850
H -2.77441 -0.25140 0.89389
H -3.21572 -1.62265 1.94259
H -2.45729 -0.14878 2.63963
H -0.83942 -1.21441 0.71019
*
```

Electronic structure analysis, natural (NBO) charges in units of e:
1 C -0.29
2 O -0.77
3 H 0.16
4 H 0.25
5 H 0.15
6 H 0.46
7 C -0.29
8 O -0.71
9 H 0.16
10 H 0.16
11 H 0.21
12 H 0.43
13 C -0.28
14 O -0.72
15 H 0.17
16 H 0.19
17 H 0.15
18 H 0.48
19 C -0.27
20 O -0.72
21 H 0.17
22 H 0.15
23 H 0.20
24 H 0.43
25 C -0.31
26 O -0.66
27 H 0.22
28 H 0.20
29 H 0.21
30 H 0.54
31 C -0.26
32 O -0.70
33 H 0.17
34 H 0.18
35 H 0.15
36 H 0.48
37 C -0.29
38 O -0.81
39 H 0.22
40 H 0.17
41 H 0.14
42 H 0.47

No. 2
A 9-piece molecular cluster, C7H28O9 overall at a distorted geometry. Source: the Open Molecules 2025 dataset; level of theory: ωB97M-V with the def2-TZVPD basis set.

```
! RIJCOSX wB97M-V def2-TZVPD def2/J DEFGRID3
* xyz 0 1
O 1.91745 2.70322 -0.13549
C 0.82508 2.45750 0.43932
C 0.30140 0.85958 0.29643
C -0.90413 0.51726 1.12125
C -0.83844 0.93086 2.54300
C -1.33962 2.23778 2.64958
C 0.12777 0.16318 3.31953
C 0.88629 -1.06807 2.79450
H 0.15272 3.00729 0.98382
H -0.07523 0.61852 -0.72110
H 1.21686 0.19125 0.54345
H -1.00953 -0.67364 1.16077
H -1.78411 0.98625 0.60235
H -1.98732 2.72180 1.87869
H -1.16968 2.83441 3.50505
H 0.74470 0.93910 4.04761
H -0.59928 -0.31487 4.13443
H 1.40909 -1.49707 3.69345
H 1.67198 -0.87645 2.00530
H 0.26271 -1.84736 2.47565
H 2.69500 -1.50954 -1.61090
H 2.69332 -2.32730 -2.94005
O 2.42944 -2.37046 -1.94700
H 2.89936 1.64793 -1.12702
H 3.15020 1.35917 -2.61505
O 3.26278 1.05656 -1.74030
H 1.15062 -4.22667 -0.33967
H 2.49660 -3.69403 -0.71686
O 1.96425 -4.11051 -0.01040
H -3.74100 0.56925 -2.50133
H -2.28287 1.07806 -1.90780
O -2.93049 0.35772 -1.95692
H -1.08679 -2.39980 -0.24798
H -1.11759 -3.16431 -1.48703
O -0.60428 -2.59544 -1.05105
H -0.67780 0.56510 -4.39215
H -1.80300 0.22856 -3.54538
O -1.06602 0.79506 -3.56630
H 0.80143 3.33179 -2.68373
H -0.58249 3.04652 -2.86965
O -0.09375 3.37051 -2.16501
H -2.78350 -2.74599 1.32047
H -2.24865 -1.15346 1.06457
O -2.33349 -1.99929 1.69891
*
```

Properties
SMILES = C=C(CC)CCC=O.O.O.O.O.O.O.O.O

Electronic structure analysis, natural (NBO) charges in units of e:
1 O -0.58
2 C 0.50
3 C -0.52
4 C -0.47
5 C 0.04
6 C -0.45
7 C -0.47
8 C -0.61
9 H 0.15
10 H 0.25
11 H 0.23
12 H 0.20
13 H 0.22
14 H 0.20
15 H 0.19
16 H 0.23
17 H 0.25
18 H 0.23
19 H 0.21
20 H 0.23
21 H 0.50
22 H 0.47
23 O -0.96
24 H 0.49
25 H 0.46
26 O -0.97
27 H 0.46
28 H 0.49
29 O -0.97
30 H 0.49
31 H 0.50
32 O -0.97
33 H 0.47
34 H 0.45
35 O -0.92
36 H 0.47
37 H 0.48
38 O -0.96
39 H 0.47
40 H 0.47
41 O -0.93
42 H 0.48
43 H 0.49
44 O -0.98

No. 3
A 11-piece molecular cluster, C7H29NO10 overall at a distorted geometry. Source: the Open Molecules 2025 dataset; level of theory: ωB97M-V with the def2-TZVPD basis set.

```
! RIJCOSX wB97M-V def2-TZVPD def2/J DEFGRID3
* xyz 0 1
C -1.26420 -2.17198 -1.86680
N -0.72356 -1.50300 -0.68892
C -1.12669 -0.22752 -0.36464
C -2.38641 0.27361 -0.65444
C -2.79641 1.45164 -0.05539
C -1.87602 2.27484 0.60972
C -0.54266 1.85523 0.77677
C -0.22690 0.55237 0.37707
H -0.79295 -3.12944 -2.07156
H -1.39710 -1.52543 -2.75689
H -2.35650 -2.29348 -1.73821
H 0.25965 -1.67660 -0.56073
H -3.07338 -0.23471 -1.30627
H -3.81800 1.82235 -0.08970
H -2.12852 3.32565 0.78924
H 0.12606 2.51673 1.34015
H 0.63735 0.10339 0.81787
H 2.52802 -3.21161 -1.29482
H 2.51428 -1.71466 -1.65191
O 2.25386 -2.35692 -0.94737
H 0.16157 3.07822 -1.26388
H 0.77886 3.77549 -2.60563
O 0.08343 3.22884 -2.20970
H 1.64434 -2.49346 0.69181
H 0.28339 -3.08137 1.50216
O 1.09572 -2.58023 1.49068
H -1.85512 -2.29687 1.34489
H -2.19362 -2.09733 2.84344
O -2.14047 -2.75674 2.13938
H 1.72195 1.22077 2.39200
H 1.88827 2.67947 2.78998
O 1.93052 2.10755 2.01968
H 1.55843 -1.06968 2.62285
H 0.67119 -0.53968 3.75121
O 1.39133 -0.28216 3.16815
H 2.81580 0.50169 -2.17599
H 1.59311 -0.21563 -2.81297
O 2.54837 -0.31355 -2.65848
H 2.40797 1.63719 0.25949
H 2.51238 0.28761 -0.06503
O 2.79093 1.11711 -0.48085
H -1.17922 0.35387 3.29520
H -2.64864 0.21653 2.93746
O -1.94700 -0.21980 3.43209
H 0.28707 1.21075 -4.45899
H -0.11462 1.57818 -3.01140
O 0.10412 0.82278 -3.60073
*
```

Properties
SMILES = CNc1ccccc1.O.O.O.O.O.O.O.O.O.O

Electronic structure analysis, natural (NBO) charges in units of e:
1 C -0.43
2 N -0.65
3 C 0.25
4 C -0.30
5 C -0.19
6 C -0.29
7 C -0.25
8 C -0.30
9 H 0.22
10 H 0.20
11 H 0.19
12 H 0.41
13 H 0.22
14 H 0.22
15 H 0.21
16 H 0.25
17 H 0.20
18 H 0.48
19 H 0.52
20 O -1.02
21 H 0.50
22 H 0.49
23 O -0.97
24 H 0.51
25 H 0.51
26 O -1.03
27 H 0.47
28 H 0.49
29 O -0.98
30 H 0.51
31 H 0.48
32 O -1.00
33 H 0.52
34 H 0.49
35 O -0.99
36 H 0.51
37 H 0.51
38 O -1.00
39 H 0.50
40 H 0.46
41 O -0.96
42 H 0.48
43 H 0.49
44 O -0.96
45 H 0.47
46 H 0.51
47 O -0.99

These records have LUMO values of 0.006; -0.003; 0.011 Ha, in the order they appear.
These records have relative energy (zero: lowest compared OMol25 entry of this formula, charge and spin) values of 418.89; 130.01; 38.00 kcal per mole, in the order they appear.